No. 1
Molecular formula: C5H7NO
Method: DFT, ωB97M-V/def2-TZVPD

```
14
C5H7NO (ωB97M-V/def2-TZVPD)
N 1.299 1.822 -1.914
C 1.772 1.797 -0.844
O -1.243 0.326 -1.758
C -1.795 0.243 -0.688
C -0.213 -0.623 1.676
C 0.571 -1.531 0.770
C 0.975 -0.216 1.371
H 0.811 1.779 -2.785
H -2.235 -0.708 -0.330
H -1.899 1.107 -0.005
H -1.135 -0.475 2.218
H 0.330 -1.583 -0.298
H 0.999 -2.456 1.164
H 1.762 0.519 1.423
```

## Properties
max |F|: 1.18 eV/A
energy relative to the best compared isomer or geometry (same formula, charge and spin): 5.2094 eV
total energy: -8830.9934 eV
HOMO-LUMO gap: 10.2 eV



No. 2
Molecular formula: C5H7NO
Method: DFT, ωB97M-V/def2-TZVPD

```
14
C5H7NO (ωB97M-V/def2-TZVPD)
N 2.312 -0.273 -1.034
C 1.288 -0.089 -0.089
O 0.824 -1.183 0.604
C -0.155 -1.098 -0.489
C -1.388 -0.474 0.163
C -0.845 0.858 0.687
C 0.437 0.963 -0.113
H 2.920 -1.024 -0.716
H 1.754 -0.686 -1.788
H -1.774 -1.165 0.921
H -2.149 -0.317 -0.609
H -0.616 0.827 1.757
H -1.509 1.703 0.492
H 0.634 1.767 -0.813
```

## Properties
max |F|: 0.65 eV/A
energy relative to the best compared isomer or geometry (same formula, charge and spin): 4.8638 eV
total energy: -8831.3391 eV
HOMO-LUMO gap: 8.8 eV



No. 3
Molecular formula: C5H7NO
Method: DFT, ωB97M-V/def2-TZVPD

```
14
C5H7NO (ωB97M-V/def2-TZVPD)
C -1.901 0.624 -0.248
C -0.451 0.282 -0.027
C 0.585 1.106 0.150
N 1.831 0.421 0.391
C 1.486 -0.950 0.619
O 2.221 -1.771 1.095
C 0.127 -1.124 -0.037
H -1.994 1.588 -0.759
H -2.459 0.685 0.694
H -2.383 -0.142 -0.865
H 0.578 2.192 0.191
H 2.406 0.390 -0.447
H -0.474 -1.958 0.316
H 0.426 -1.344 -1.070
```

## Properties
max |F|: 0.74 eV/A
energy relative to the best compared isomer or geometry (same formula, charge and spin): 0.8196 eV
total energy: -8835.3833 eV
HOMO-LUMO gap: 9.6 eV